Entry 1:
{
  "formula": "C4H7N2",
  "method": "ωB97M-V/def2-TZVPD",
  "orbital_gap_ev": 10.76,
  "smiles": "C=[N+]=CN1CC1",
  "total_charge": 1,
  "e_homo_ev": -14.929,
  "e_tot_ev": -7232.356,
  "multiplicity": 1,
  "elements": ["C", "N", "C", "N", "C", "C", "H", "H", "H", "H", "H", "H", "H"],
  "coordinates": [[1.08616, -0.33644, -2.17107], [0.32579, -0.74379, -1.27917], [-0.77116, -0.65725, -0.60043], [-0.76716, 0.13045, 0.42721], [-0.87718, 0.29111, 1.83295], [0.35906, 0.68216, 1.08337], [0.86518, 0.53196, -2.78896], [2.02265, -0.85654, -2.34291], [-1.61534, -1.28971, -0.85618], [-0.87831, -0.60289, 2.44455], [-1.56073, 1.06285, 2.16157], [0.57051, 1.73158, 0.92362], [1.24054, 0.05651, 1.16544]]
}

=====

Entry 2:
{
  "formula": "C4H7N2",
  "method": "ωB97M-V/def2-TZVPD",
  "orbital_gap_ev": 9.00,
  "smiles": "C#[N+]CCN=C",
  "total_charge": 1,
  "e_homo_ev": -14.019,
  "e_tot_ev": -7231.289,
  "multiplicity": 1,
  "elements": ["C", "N", "C", "C", "N", "C", "H", "H", "H", "H", "H", "H", "H"],
  "coordinates": [[-0.60559, -2.35427, 0.60803], [0.11932, -1.49686, 0.53632], [0.99368, -0.38585, 0.63285], [0.01671, 0.84512, 0.63322], [-0.76674, 0.58961, -0.64717], [-0.74282, 1.41015, -1.62264], [-0.85975, -3.42620, 0.43935], [1.59686, -0.22994, -0.20495], [1.69372, -0.63784, 1.52432], [-0.67872, 0.58211, 1.47175], [0.44395, 1.85991, 0.81751], [-0.18857, 2.36800, -1.66503], [-1.02205, 0.87605, -2.52359]]
}

=====

Entry 3:
{
  "formula": "C4H7N2O",
  "method": "ωB97M-V/def2-TZVPD",
  "orbital_gap_ev": [7.07, 6.75],
  "total_charge": 1,
  "e_homo_ev": [-13.673, -13.345],
  "e_tot_ev": -9273.949,
  "multiplicity": 1,
  "elements": ["C", "C", "C", "C", "N", "N", "O", "H", "H", "H", "H", "H", "H", "H"],
  "coordinates": [[-0.92564, 0.49847, -0.20983], [0.13568, 1.15077, -0.44790], [-3.10974, -0.69316, 0.01011], [2.94983, 0.20665, 0.34596], [-1.84254, -0.16609, 0.20723], [1.75461, -0.44573, -0.11881], [1.49344, -1.37213, -0.76314], [0.56958, 1.96138, -0.77178], [-3.38936, -1.51548, 0.77963], [-3.58836, -0.84148, -0.97844], [-3.77090, 0.02277, 0.52497], [3.01217, 0.06630, 1.39452], [2.76739, 1.34376, 0.18982], [3.94384, -0.21602, -0.16233]]
}

=====

Entry 4:
{
  "formula": "C4H7N2O2",
  "method": "ωB97M-V/def2-TZVPD",
  "orbital_gap_ev": 7.64,
  "smiles": "N/C=C\\[NH2+]C(=O)C=O",
  "total_charge": 1,
  "e_homo_ev": -13.120,
  "e_tot_ev": -11327.329,
  "multiplicity": 1,
  "elements": ["N", "C", "C", "N", "C", "O", "C", "O", "H", "H", "H", "H", "H", "H", "H"],
  "coordinates": [[-2.14267, 0.51312, 0.21435], [-1.30460, -0.40630, 0.63223], [-0.05454, -0.75654, 0.30140], [0.82431, -0.11801, -0.75519], [1.78997, 0.97632, -0.28197], [1.65280, 2.10865, -0.53864], [2.93243, 0.16740, 0.42123], [2.87934, -1.00444, 0.36648], [-3.14151, 0.36728, 0.60317], [-2.04062, 1.33029, -0.38409], [-1.64926, -1.05623, 1.40701], [0.53966, -1.45667, 1.03673], [1.59028, -0.85648, -1.07235], [0.20471, 0.26524, -1.49520], [3.64168, 0.66102, 1.13520]]
}

=====

Entry 5:
{
  "formula": "C4H7N2S",
  "method": "ωB97M-V/def2-TZVPD",
  "orbital_gap_ev": 6.84,
  "total_charge": 1,
  "e_homo_ev": -11.689,
  "e_tot_ev": -18065.157,
  "multiplicity": 1,
  "elements": ["C", "C", "C", "C", "N", "N", "S", "H", "H", "H", "H", "H", "H", "H"],
  "coordinates": [[1.51397, -1.05830, -2.87565], [0.72064, -0.17007, -2.34450], [-1.01096, 0.19746, 1.94377], [0.22784, -0.60098, -0.08473], [-1.37666, 1.29547, 2.50391], [-0.33668, 0.32217, 0.76196], [0.83369, -2.02341, 0.15072], [1.68992, -1.05059, -3.89167], [1.76339, -1.73068, -2.09019], [0.10777, 0.68909, -2.22987], [-1.03865, -0.74565, 2.44175], [-1.79397, 1.41697, 3.41029], [-1.14641, 2.14286, 1.97170], [-0.15388, 1.31565, 0.33251]]
}

=====

Entry 6:
{
  "formula": "C4H7N2S",
  "method": "ωB97M-V/def2-TZVPD",
  "orbital_gap_ev": [7.08, 7.08],
  "smiles": "C=N/C=[NH+]/C(C)=S",
  "total_charge": 1,
  "e_homo_ev": [-13.569, -13.568],
  "e_tot_ev": -18065.698,
  "multiplicity": 1,
  "elements": ["C", "N", "C", "N", "C", "C", "S", "H", "H", "H", "H", "H", "H", "H"],
  "coordinates": [[3.16506, 0.05878, -0.28020], [2.34013, -0.29020, 0.57567], [0.64217, 0.27069, 0.40864], [-0.18963, 0.24135, 1.38650], [-1.54351, 0.09866, 1.33256], [-2.16952, 0.35456, -0.00562], [-2.48113, 0.15102, 2.68989], [4.16240, -0.27233, 0.07592], [3.09287, 0.71552, -1.12140], [0.13723, 0.07601, -0.56915], [0.24934, 0.25413, 2.36468], [-2.78697, -0.49869, -0.42768], [-2.90672, 1.25423, 0.04474], [-1.40771, 0.54320, -0.67409]]
}

=====

Entry 7:
{
  "formula": "C4H7N2S",
  "method": "ωB97M-V/def2-TZVPD",
  "orbital_gap_ev": 9.47,
  "smiles": "C1=C[NH2+]CSC=N1",
  "total_charge": 1,
  "e_homo_ev": -13.659,
  "e_tot_ev": -18067.252,
  "multiplicity": 1,
  "elements": ["C", "C", "N", "C", "S", "C", "N", "H", "H", "H", "H", "H", "H", "H"],
  "coordinates": [[0.76085, 0.38075, 1.50980], [0.61714, 1.06168, 0.40334], [0.36446, 0.50597, -0.93463], [-1.08594, 0.18072, -1.14449], [-1.39767, -1.53432, -0.43521], [-0.09595, -1.68585, 0.72893], [0.58593, -0.97195, 1.54303], [1.13383, 0.74591, 2.41801], [0.87010, 2.17342, 0.50301], [0.95300, -0.34832, -0.87978], [0.53841, 1.13752, -1.68180], [-1.90786, 0.93659, -0.92959], [-1.34836, 0.13391, -2.19752], [0.01207, -2.71604, 1.09690]]
}

=====

Entry 8:
{
  "formula": "C4H7N3",
  "method": "ωB97M-V/def2-TZVPD",
  "orbital_gap_ev": 9.25,
  "smiles": "[H]/N=N\\C#CNCC",
  "total_charge": 0,
  "e_homo_ev": -8.665,
  "e_tot_ev": -8727.981,
  "multiplicity": 1,
  "elements": ["H", "N", "N", "C", "C", "N", "C", "C", "H", "H", "H", "H", "H", "H"],
  "coordinates": [[-2.31529, -1.54745, 2.27543], [-2.05734, -2.51801, 2.54750], [-1.02561, -2.88108, 1.93595], [-0.42102, -2.03197, 1.08646], [0.22978, -1.23223, 0.44021], [0.86185, -0.31721, -0.27801], [0.47132, 1.09276, -0.25716], [0.46035, 1.68120, -1.66410], [1.79119, -0.53574, -0.60827], [-0.52549, 1.13145, 0.19263], [1.14449, 1.66431, 0.39929], [-0.26385, 1.15592, -2.29613], [1.44777, 1.59218, -2.13298], [0.20186, 2.74587, -1.64082]]
}

=====

Entry 9:
{
  "formula": "C4H7N3",
  "method": "ωB97M-V/def2-TZVPD",
  "orbital_gap_ev": 10.31,
  "smiles": "C=NN(C)CC#N",
  "total_charge": 0,
  "e_homo_ev": -9.619,
  "e_tot_ev": -8727.682,
  "multiplicity": 1,
  "elements": ["C", "N", "N", "C", "C", "C", "N", "H", "H", "H", "H", "H", "H", "H"],
  "coordinates": [[2.63776, -0.06032, -0.16773], [1.56838, -0.73391, 0.06875], [0.37763, -0.05078, -0.34052], [0.38348, 1.25803, 0.24633], [-0.76584, -0.72547, 0.31206], [-1.99653, -0.37968, -0.13064], [-3.03178, 0.27629, -0.22626], [3.50778, -0.58024, -0.18767], [2.67261, 1.00215, -0.69659], [-0.67606, 1.61944, 0.28291], [0.79670, 1.19040, 1.19412], [0.97901, 2.16975, -0.15969], [-0.49812, -0.63204, 1.32565], [-0.73486, -1.76602, 0.16740]]
}

=====

Entry 10:
{
  "formula": "C4H7N3",
  "method": "ωB97M-V/def2-TZVPD",
  "orbital_gap_ev": [7.55, 7.56],
  "total_charge": 0,
  "e_homo_ev": [-7.375, -7.384],
  "e_tot_ev": -8727.234,
  "multiplicity": 1,
  "elements": ["C", "C", "C", "C", "N", "N", "N", "H", "H", "H", "H", "H", "H", "H"],
  "coordinates": [[2.32315, -0.03616, 0.15855], [-1.17807, 0.74904, -0.46413], [-1.27053, -0.76777, -0.10669], [0.95249, 0.00094, 0.09599], [3.47234, 0.07481, 0.06005], [0.20853, 1.11803, -0.15842], [0.19320, -1.09878, -0.16195], [-1.18445, 1.08440, -1.57678], [-1.94910, 1.21820, 0.04803], [-1.58827, -0.89526, 0.99871], [-1.89989, -1.26246, -0.85872], [0.83314, -0.11469, 2.07918], [0.43945, 1.89669, 0.43215], [0.64800, -1.96699, -0.54598]]
}

=====

Entry 11:
{
  "formula": "C4H7N3",
  "method": "ωB97M-V/def2-TZVPD",
  "orbital_gap_ev": 8.39,
  "smiles": "Nc1c[nH]c(N)c1",
  "total_charge": 0,
  "e_homo_ev": -7.322,
  "e_tot_ev": -8731.639,
  "multiplicity": 1,
  "elements": ["N", "C", "C", "N", "C", "N", "C", "H", "H", "H", "H", "H", "H", "H"],
  "coordinates": [[-1.39250, -0.81770, 1.95768], [-0.47308, -0.43396, 0.95201], [0.84031, -0.82313, 0.86521], [1.37857, -0.21288, -0.25305], [0.43868, 0.56884, -0.85414], [0.80691, 1.32727, -1.98789], [-0.73324, 0.44716, -0.14238], [-1.51611, -1.82216, 1.99870], [-2.29925, -0.39690, 1.79974], [1.42890, -1.47565, 1.49433], [2.35373, -0.18878, -0.50138], [0.76898, 0.77593, -2.83986], [0.18829, 2.12103, -2.10282], [-1.68124, 0.91414, -0.38370]]
}

=====

Entry 12:
{
  "formula": "C4H7N3",
  "method": "ωB97M-V/def2-TZVPD",
  "orbital_gap_ev": [7.68, 7.69],
  "smiles": "CNc1cc[nH]n1",
  "total_charge": 0,
  "e_homo_ev": [-6.682, -6.685],
  "e_tot_ev": -8727.189,
  "multiplicity": 1,
  "elements": ["C", "N", "C", "C", "C", "N", "N", "H", "H", "H", "H", "H", "H", "H"],
  "coordinates": [[2.40376, -0.05533, 0.17749], [1.16048, 0.46202, -0.38597], [-0.12345, 0.41501, 0.00760], [-0.84159, -0.21569, 0.99447], [-1.96135, -0.61092, 0.21874], [-2.23639, 0.16826, -0.83554], [-1.29222, 0.98028, -1.26570], [2.23772, -0.97481, 0.74928], [3.11145, -0.28423, -0.63374], [2.88120, 0.68274, 0.83395], [1.21745, 0.98416, -1.24125], [-0.79421, -0.30285, 2.09637], [-2.52811, -1.51256, 0.31880], [-3.23472, 0.26393, -1.03451]]
}

=====

Entry 13:
{
  "formula": "C4H7N3",
  "method": "ωB97M-V/def2-TZVPD",
  "orbital_gap_ev": 9.09,
  "smiles": "CNc1cc[nH]n1",
  "total_charge": 0,
  "e_homo_ev": -7.966,
  "e_tot_ev": -8731.231,
  "multiplicity": 1,
  "elements": ["C", "N", "C", "C", "C", "N", "N", "H", "H", "H", "H", "H", "H", "H"],
  "coordinates": [[-0.03293, -0.33608, 2.22112], [-0.59768, -0.87682, 1.00082], [-0.21979, -0.32449, -0.21821], [0.04498, 1.03834, -0.51576], [0.27137, 1.04991, -1.87221], [0.14361, -0.22195, -2.29819], [-0.14369, -1.08658, -1.30072], [-0.02786, 0.75545, 2.16116], [-0.66476, -0.61174, 3.07196], [0.99822, -0.66662, 2.42237], [-0.58609, -1.88727, 0.95484], [0.05333, 1.88555, 0.15433], [0.50302, 1.86059, -2.54975], [0.25826, -0.57830, -3.23174]]
}

=====

Entry 14:
{
  "formula": "C4H7N3",
  "method": "ωB97M-V/def2-TZVPD",
  "orbital_gap_ev": 10.47,
  "smiles": "C1C[C@H]2NN=N[C@@H]12",
  "total_charge": 0,
  "e_homo_ev": -9.426,
  "e_tot_ev": -8728.380,
  "multiplicity": 1,
  "elements": ["C", "C", "C", "N", "N", "N", "C", "H", "H", "H", "H", "H", "H", "H"],
  "coordinates": [[0.12239, 0.89452, -0.90750], [-0.44745, -0.45008, -1.14795], [-0.48507, -0.78002, 0.34308], [0.76347, -1.16094, 0.90376], [1.40817, -0.11414, 1.57399], [0.96481, 1.02782, 1.44754], [-0.17508, 0.91848, 0.58125], [1.14585, 1.03514, -1.03098], [-0.38575, 1.58348, -1.44816], [-1.46091, -0.41696, -1.56931], [0.15635, -1.05556, -1.72199], [-1.45801, -1.00798, 0.90229], [0.85103, -2.01806, 1.37251], [-0.99980, 1.54430, 0.70147]]
}

=====

Entry 15:
{
  "formula": "C4H7N3",
  "method": "ωB97M-V/def2-TZVPD",
  "orbital_gap_ev": [7.88, 6.28],
  "total_charge": 0,
  "e_homo_ev": [-8.266, -7.225],
  "e_tot_ev": -8726.821,
  "multiplicity": 1,
  "elements": ["C", "C", "N", "C", "N", "C", "N", "H", "H", "H", "H", "H", "H", "H"],
  "coordinates": [[-0.89571, 1.15376, -0.45134], [-1.06372, -0.94366, 0.39469], [0.10020, -0.96108, 1.04337], [1.19336, -0.44526, 0.29366], [2.38709, -0.70006, 0.59999], [0.63186, 0.32130, -0.90793], [1.07707, 0.34820, -2.02219], [-1.79410, 0.92447, -1.03157], [-0.49688, 2.07761, -0.87627], [-1.15966, 1.40812, 0.58162], [-1.10362, -1.36133, -0.60416], [-1.97836, -0.91240, 0.97873], [0.10383, -0.73199, 2.03084], [2.99863, -0.17767, -0.02945]]
}

=====

Entry 16:
{
  "formula": "C4H7N3",
  "method": "ωB97M-V/def2-TZVPD",
  "orbital_gap_ev": [9.29, 9.29],
  "smiles": "C=NC#N.C=NC",
  "total_charge": 0,
  "e_homo_ev": [-9.594, -9.595],
  "e_tot_ev": -8727.647,
  "multiplicity": 1,
  "elements": ["C", "N", "C", "N", "H", "H", "C", "N", "C", "H", "H", "H", "H", "H"],
  "coordinates": [[-2.22958, 0.59550, -0.61093], [-1.45179, 0.60725, 0.40482], [-1.07912, -0.50458, 1.11347], [-1.05444, -1.22809, 2.02001], [-2.22715, -0.29879, -1.23499], [-2.70696, 1.48662, -0.99217], [0.57876, 1.03685, -0.27925], [0.71460, -0.25161, -0.55368], [1.77282, -1.00216, 0.06941], [1.23009, 1.51212, 0.46496], [0.31294, 1.73872, -1.06418], [2.42854, -1.39329, -0.71556], [2.37362, -0.43664, 0.79571], [1.33767, -1.86189, 0.58237]]
}

=====

Entry 17:
{
  "formula": "C4H7N3",
  "method": "ωB97M-V/def2-TZVPD",
  "orbital_gap_ev": 9.08,
  "smiles": "[H]/N=C1\\C=CCNN1",
  "total_charge": 0,
  "e_homo_ev": -8.158,
  "e_tot_ev": -8729.162,
  "multiplicity": 1,
  "elements": ["H", "N", "C", "C", "C", "C", "N", "N", "H", "H", "H", "H", "H", "H"],
  "coordinates": [[2.95739, 0.70754, -0.21235], [2.37311, -0.10241, -0.11982], [1.11883, 0.07723, 0.09456], [0.24034, 1.27963, -0.03550], [-1.03464, 1.20382, 0.09846], [-1.80958, -0.00716, 0.03481], [-0.93762, -1.12459, -0.38569], [0.32527, -1.06972, 0.34979], [0.78489, 2.15910, -0.29170], [-1.81533, 2.06359, -0.03156], [-2.68058, -0.04197, -0.68713], [-2.05289, -0.17293, 1.17054], [-1.45874, -2.01188, -0.19002], [0.85029, -1.94756, 0.17831]]
}

=====

Entry 18:
{
  "formula": "C4H7N3",
  "method": "ωB97M-V/def2-TZVPD",
  "orbital_gap_ev": [8.18, 7.31],
  "total_charge": 0,
  "e_homo_ev": [-8.782, -8.085],
  "e_tot_ev": -8726.734,
  "multiplicity": 1,
  "elements": ["C", "N", "C", "C", "C", "N", "N", "H", "H", "H", "H", "H", "H", "H"],
  "coordinates": [[-0.42304, -0.26409, -1.15651], [-0.65694, -1.20093, -2.09584], [-0.43077, -0.49856, 0.36252], [-0.14470, 1.07679, 0.66031], [0.99738, 1.42752, 1.31503], [-0.17335, 0.96943, -1.16266], [0.40171, -1.47391, 0.75716], [-0.42625, -0.98149, -3.05284], [-0.47044, -2.15009, -1.80391], [0.89461, -1.20183, 1.60910], [-1.50443, -0.56701, 0.61735], [-1.01656, 1.70662, 0.81119], [1.85076, 0.76089, 1.35487], [1.10204, 2.39667, 1.78423]]
}